(1)
Molecular formula: C4H31N2O13
Method: DFT, ωB97M-V with the def2-TZVPD basis set

Properties
Kohn-Sham gap = 8.007 eV
E_LUMO = 2.16 eV
Net charge = -1
DFT total energy = -34251.48926 eV
Energy above the lowest of the compared OMol25 structures with the same formula, charge and spin = 3.543 eV

Last column: Mulliken charge in e.
Atoms and positions in Å:
N  -0.899  1.195  0.412  -0.2041
C  0.135  0.707  -0.551  0.9978
C  0.148  -0.824  -0.730  0.6411
C  0.628  -1.595  0.549  -0.5052
O  -0.373  -2.035  1.369  -0.7924
C  0.044  1.623  -1.720  -0.4583
N  1.020  2.574  -1.880  -0.2525
O  -0.937  1.509  -2.445  -0.6765
H  -0.788  0.545  1.180  -0.0913
H  -1.837  1.237  0.045  0.4722
H  1.046  0.854  0.040  -0.2242
H  0.718  -1.054  -1.636  0.6709
H  -0.865  -1.107  -1.015  -0.5340
H  1.401  -0.954  1.078  -0.2873
H  1.206  -2.433  0.138  0.2814
H  0.870  3.156  -2.686  0.2459
H  1.915  2.524  -1.362  0.2789
H  -2.417  2.660  1.728  0.3080
H  -1.616  3.360  0.595  0.3199
O  -2.330  3.481  1.227  -0.6725
H  0.711  2.683  1.565  0.3636
H  0.776  2.223  3.067  0.2852
O  1.183  2.786  2.400  -0.6708
H  -3.154  -2.789  0.314  0.3858
H  -1.895  -3.017  -0.282  0.2393
O  -2.824  -2.970  -0.579  -0.7202
H  4.520  -0.110  -1.419  0.2343
H  3.003  0.022  -1.780  0.2863
O  3.636  -0.086  -1.045  -0.5402
H  0.096  -4.130  -0.466  0.2967
H  -0.551  -3.777  1.042  0.3795
O  -0.423  -4.402  0.296  -0.7170
H  -3.539  -1.310  -1.573  0.4178
H  -3.082  0.271  -1.570  0.2844
O  -3.463  -0.472  -2.053  -0.7493
H  -0.881  -0.606  -3.765  0.3098
H  -1.911  -1.462  -2.990  0.3746
O  -1.096  -1.521  -3.527  -0.6864
H  0.760  -0.817  3.638  0.2460
H  -0.167  -1.872  3.037  0.3629
O  -0.025  -1.331  3.873  -0.6934
H  -2.754  -0.912  2.611  0.2424
H  -1.663  -1.408  1.480  0.3804
O  -2.581  -0.916  1.660  -0.7351
H  3.398  3.129  0.205  0.3089
H  3.655  1.704  0.210  0.3050
O  3.523  2.415  -0.446  -0.6607
H  4.181  -0.291  1.669  0.2938
H  4.049  0.744  2.664  0.3139
O  4.336  0.661  1.745  -0.6554

(2)
Molecular formula: C4H31NO11
Method: DFT, ωB97M-V with the def2-TZVPD basis set

Properties
Kohn-Sham gap = 8.112 eV
SMILES = CN(C)CCO.O.O.O.O.O.O.O.O.O.O
E_LUMO = -0.03 eV
DFT total energy = -28660.08690 eV
Energy above the lowest of the compared OMol25 structures with the same formula, charge and spin = 5.617 eV

Last column: Mulliken charge in e.
Atoms and positions in Å:
C  -2.400  0.411  -0.655  -1.0326
N  -1.028  0.588  -1.282  0.7523
C  -1.182  1.182  -2.599  -1.4293
C  -0.203  -0.593  -1.191  0.2967
C  1.143  -0.164  -1.830  -0.3129
O  2.075  -0.080  -0.869  -0.5914
H  -2.855  1.497  -0.763  0.3197
H  -2.887  -0.412  -1.250  0.3373
H  -2.177  0.267  0.394  0.1287
H  -1.009  2.262  -2.540  0.2980
H  -2.141  0.976  -3.127  0.3369
H  -0.502  1.074  -3.404  0.4522
H  -0.518  -1.549  -1.627  0.0414
H  -0.266  -0.833  -0.032  -0.2194
H  1.141  0.881  -2.245  0.3184
H  1.468  -0.856  -2.628  0.3041
H  1.666  -0.038  0.086  0.2307
O  1.495  -0.953  2.275  -0.7013
H  1.267  -1.498  1.547  0.3134
H  1.108  -1.228  3.051  0.3293
O  -0.358  2.447  0.720  -0.4440
H  -0.450  2.411  1.682  0.1961
H  0.107  1.622  0.497  0.2114
O  -1.053  -2.636  -2.982  -0.6156
H  -1.326  -3.522  -2.702  0.2680
H  -1.761  -2.310  -3.643  0.2877
O  -1.672  1.219  3.151  -0.6208
H  -1.012  1.467  3.852  0.3770
H  -1.733  0.319  2.978  0.2611
O  0.601  -3.885  -0.480  -0.5979
H  0.142  -3.969  -1.236  0.2704
H  1.394  -3.559  -0.677  0.2708
O  3.132  -2.969  -0.156  -0.6777
H  3.079  -2.034  -0.140  0.3264
H  3.718  -3.211  0.553  0.2931
O  1.070  1.170  3.745  -0.6855
H  2.039  1.193  3.645  0.3150
H  0.742  0.722  2.937  0.3494
O  2.069  3.309  1.468  -0.6381
H  1.500  3.807  0.758  0.3288
H  1.451  3.128  2.196  0.3181
O  -0.413  -2.299  1.573  -0.5102
H  -0.128  -2.923  0.944  0.3136
H  -1.137  -2.726  2.074  0.2448
O  -1.487  4.213  -1.060  -0.6741
H  -1.768  4.656  -0.205  0.2918
H  -0.944  3.427  -0.801  0.3687

(3)
Molecular formula: C4H32N2O10S2
Method: DFT, ωB97M-V with the def2-TZVPD basis set

Properties
Kohn-Sham gap = 9.359 eV
SMILES = CNC[C@H](N)CSS.O.O.O.O.O.O.O.O.O.O
E_LUMO = 0.04 eV
DFT total energy = -49790.12479 eV
Energy above the lowest of the compared OMol25 structures with the same formula, charge and spin = 1.142 eV

Last column: Mulliken charge in e.
Atoms and positions in Å:
C  -0.787  -1.491  -0.640  -0.9281
N  -0.564  -0.527  0.434  0.5502
C  0.937  -0.152  0.546  -0.4989
C  1.167  1.341  0.286  1.7323
N  0.550  1.935  -0.884  -0.3753
C  2.550  1.713  0.674  -0.7221
S  3.685  1.540  -0.747  -0.0984
S  5.067  0.054  -0.777  -0.1790
H  -0.072  -2.317  -0.507  0.1493
H  -1.853  -1.769  -0.636  0.3782
H  -0.526  -1.236  -1.670  0.3864
H  -1.007  0.379  0.321  0.2042
H  1.459  -0.902  -0.145  0.2643
H  1.041  -0.542  1.563  -0.3398
H  0.509  1.815  1.017  -1.5017
H  0.199  1.105  -1.381  -0.0634
H  1.074  2.395  -1.631  0.3452
H  2.876  1.127  1.566  0.4742
H  2.639  2.825  0.920  0.3364
H  4.558  -0.891  -1.611  0.1256
O  -3.520  -0.506  1.023  -0.6064
H  -2.779  0.087  1.126  0.2834
H  -4.172  -0.517  1.721  0.2920
O  1.025  -0.998  -4.323  -0.6717
H  1.006  -1.945  -4.095  0.3320
H  1.356  -0.708  -3.463  0.2699
O  0.446  -3.642  -2.134  -0.6239
H  -0.409  -4.091  -2.089  0.3222
H  0.798  -3.988  -1.284  0.3129
O  -1.182  2.324  2.427  -0.5270
H  -0.307  2.524  2.109  0.4205
H  -1.821  2.999  2.137  0.3194
O  -1.575  -2.026  -3.990  -0.6238
H  -1.912  -1.156  -3.745  0.2662
H  -0.970  -1.595  -4.648  0.3398
O  -1.794  0.866  -2.433  -0.6601
H  -2.476  1.214  -1.862  0.3005
H  -1.553  -0.029  -2.249  0.0470
O  -0.864  -0.246  3.828  -0.6500
H  -1.109  0.092  2.947  0.2355
H  -1.352  0.358  4.392  0.3399
O  1.769  0.262  3.216  -0.6593
H  0.797  0.133  3.037  0.3788
H  1.654  1.228  3.115  0.3358
O  -1.819  3.568  0.418  -0.6748
H  -2.339  4.083  -0.202  0.2592
H  -1.261  2.943  -0.074  0.3678
O  0.244  -2.867  2.778  -0.6053
H  1.087  -2.464  2.585  0.3214
H  -0.469  -2.307  3.033  0.3183

(4)
Molecular formula: C4H32N2O13
Method: DFT, ωB97M-V with the def2-TZVPD basis set

Properties
Kohn-Sham gap = 9.862 eV
SMILES = NCCCNC(=O)O.O.O.O.O.O.O.O.O.O.O.O
E_LUMO = -0.07 eV
DFT total energy = -34264.06588 eV
Energy above the lowest of the compared OMol25 structures with the same formula, charge and spin = 4.640 eV

Last column: Mulliken charge in e.
Atoms and positions in Å:
N  0.361  -0.809  0.845  -0.2787
C  -0.601  -0.169  1.779  -0.3548
C  -0.366  1.415  1.864  -0.4631
C  -0.881  2.148  0.556  -0.9386
N  -1.842  1.585  -0.329  0.2314
C  -3.099  1.080  0.030  0.5507
O  -3.682  0.195  -0.559  -0.5957
O  -3.758  1.660  1.175  -0.5535
H  1.286  -0.835  1.317  0.2170
H  0.372  -0.334  -0.063  0.0386
H  -0.491  -0.573  2.791  0.5171
H  -1.589  -0.518  1.300  0.0556
H  -0.933  1.909  2.742  0.3043
H  0.697  1.526  2.080  0.3435
H  0.064  2.468  0.044  0.3997
H  -1.482  3.106  0.912  0.2242
H  -1.420  0.978  -1.148  0.1512
H  -3.547  2.638  1.266  0.3388
O  2.536  1.236  -0.024  -0.4296
H  2.405  0.672  -0.760  0.3814
H  3.157  0.966  0.610  0.2025
O  -0.572  -1.297  -3.632  -0.7859
H  -1.316  -1.958  -3.786  0.2953
H  -0.421  -1.616  -2.560  0.4842
O  1.184  -2.819  3.633  -0.6780
H  0.744  -3.478  3.070  0.3942
H  0.844  -1.975  3.277  0.3112
O  0.155  -4.117  1.223  -0.7075
H  -0.241  -3.166  1.110  0.3707
H  0.574  -4.286  0.398  0.3110
O  1.564  0.329  -2.220  -0.7835
H  1.593  1.076  -2.820  0.2959
H  1.842  -0.422  -2.856  0.3294
O  2.101  -1.170  -4.472  -0.7196
H  1.261  -1.707  -4.734  0.3425
H  2.035  -0.367  -5.063  0.3396
O  -0.585  1.333  -2.987  -0.6460
H  -1.517  1.689  -3.280  0.2740
H  -0.635  0.450  -3.313  0.4256
O  -1.451  -1.816  -1.253  -0.6806
H  -2.380  -1.366  -1.214  0.3562
H  -0.822  -1.584  -0.538  0.2066
O  3.410  -1.218  2.219  -0.6253
H  4.326  -1.102  1.797  0.3132
H  3.351  -2.192  2.193  0.3182
O  2.609  3.893  -0.349  -0.6305
H  2.377  2.987  -0.306  0.3327
H  2.884  4.216  0.459  0.2756
O  -3.307  0.595  3.570  -0.6463
H  -3.742  -0.159  3.317  0.3317
H  -3.053  0.906  2.689  0.2538